(1)
10
Properties=species:S:1:pos:R:3:forces:R:3:lowdin_charge:R:1 method="wB97M-V/def2-TZVPD" e_lumo_ev=0.5 smiles="C#Cc1coc(=O)o1" homo_lumo_gap_ha=0.3603 total_energy_ev=-11356.0976 homo_energy_ha=-0.3437 multiplicity=1 relative_energy_kj_mol=140.0
C -1.989 -0.480 -0.005 7.8 2.8 0.3 -0.5330
C -0.501 1.189 0.018 -0.2 2.2 0.9 -0.0023
C 0.159 0.111 0.329 1.6 -2.1 -2.2 -0.3122
C 1.460 -0.320 -0.014 4.6 0.3 0.5 -0.0524
C 2.642 -0.588 -0.238 -0.9 -0.2 1.3 0.1321
H -0.097 2.208 0.081 -1.0 -0.5 -0.5 0.1582
H 3.723 -0.929 -0.105 -2.3 0.7 -0.7 0.0729
O -2.923 -1.080 -0.124 -5.8 -3.9 -0.4 0.2695
O -1.817 0.836 -0.150 -0.7 2.5 0.0 0.1407
O -0.656 -0.948 0.207 -3.1 -2.0 0.7 0.1264

***

(2)
46
Properties=species:S:1:pos:R:3:forces:R:3:lowdin_charge:R:1 method="wB97M-V/def2-TZVPD" e_lumo_ev=-0.2 smiles=NCCC[C@@H](N)CO.O.O.O.O.O.O.O.O homo_lumo_gap_ha=0.3440 total_energy_ev=-27077.3345 homo_energy_ha=-0.3507 multiplicity=1 relative_energy_kj_mol=350.8
C 1.016 -0.117 0.575 -0.6 0.3 -1.2 -0.1891
O 0.488 -1.045 1.529 0.7 2.7 2.6 -0.1813
C 0.502 -0.587 -0.829 0.5 -0.7 0.8 -0.4255
C 0.455 0.405 -1.950 -0.8 2.9 -1.0 -0.1803
C -0.525 1.628 -1.772 -0.3 2.9 0.5 -0.1846
C -1.839 1.568 -0.867 1.5 2.4 0.1 -0.2955
N -2.663 0.474 -1.298 0.8 -1.3 1.6 0.0048
N 1.417 -1.564 -1.357 2.2 -3.4 1.4 0.0054
H 0.543 0.921 0.698 1.3 -1.9 0.3 0.0823
H 2.175 -0.179 0.572 -1.9 0.7 0.1 0.1364
H 0.523 -0.494 2.477 -0.3 -1.6 -2.8 0.1317
H -0.465 -1.109 -0.628 0.5 0.6 -0.3 0.1351
H 1.483 0.859 -2.106 -1.0 -0.7 0.2 0.1102
H 0.227 -0.020 -2.971 0.2 -0.1 1.4 0.1206
H 0.016 2.555 -1.273 -0.8 -1.8 -1.5 0.0905
H -0.948 1.952 -2.799 1.0 -0.4 1.5 0.1238
H -2.319 2.733 -0.932 0.9 -3.6 0.1 0.1771
H -1.558 1.457 0.228 -0.4 0.1 -1.2 0.0824
H -3.271 0.721 -2.012 -1.3 0.4 -1.5 0.0484
H -2.049 -0.281 -1.640 -0.7 0.5 0.0 0.0636
H 1.178 -2.537 -0.992 0.3 1.5 -0.5 0.1074
H 2.386 -1.412 -0.919 -1.8 -0.2 -1.1 0.1150
H -0.501 0.881 3.924 -0.3 -0.1 0.2 0.0809
H 1.017 1.225 3.708 -1.4 -0.7 -1.0 0.1149
O 0.194 0.826 3.268 2.0 1.2 1.1 -0.0343
H 0.640 -2.759 1.368 -0.4 -0.3 -0.1 -0.0217
H -0.561 -3.666 0.858 0.4 0.0 0.1 -0.0249
O 0.366 -3.666 1.167 0.5 -0.4 -0.2 -0.0935
H -2.575 -0.680 0.722 -0.4 0.6 -0.8 0.0146
H -1.320 -1.092 1.544 -1.0 0.0 -0.1 0.0437
O -2.316 -1.183 1.489 1.4 0.0 0.8 -0.0433
H -0.235 -1.771 -2.650 -0.3 -1.8 -0.8 -0.0115
H -0.607 -3.301 -3.120 0.3 0.9 0.4 0.0518
O -0.907 -2.378 -3.059 0.0 0.7 0.2 -0.0846
H 2.013 3.128 -0.566 1.7 -2.0 1.0 0.1062
H 2.843 1.974 -1.161 0.2 -0.1 0.2 0.0415
O 2.682 2.379 -0.300 -1.9 2.3 -1.5 -0.0956
H -2.938 -3.614 0.070 -2.0 -0.4 -2.0 0.0037
H -2.226 -2.674 0.968 -0.2 -1.9 -0.1 0.0260
O -2.242 -3.667 0.666 1.6 1.9 2.0 -0.0820
H 0.419 3.615 1.594 0.5 1.2 1.9 0.0299
H 0.328 2.252 0.997 -0.3 0.9 0.0 -0.0118
O 0.166 3.198 0.807 -0.3 -1.1 -1.3 -0.0482
H 2.530 2.188 1.561 1.1 -0.5 0.7 -0.0069
H 3.399 0.972 2.065 -0.7 2.1 0.5 0.0741
O 3.062 1.886 2.345 -0.3 -1.7 -0.8 -0.1072

***

(3)
46
Properties=species:S:1:pos:R:3:forces:R:3:lowdin_charge:R:1 method="wB97M-V/def2-TZVPD" e_lumo_ev=-2.2 homo_lumo_gap_ha=0.3520 total_energy_ev=-27630.5004 charge=+1 homo_energy_ha=-0.4317 multiplicity=1 relative_energy_kj_mol=269.4
C 2.148 -0.262 -0.356 -2.7 3.8 -1.6 -0.1254
O 2.605 0.932 -1.029 0.4 0.7 0.8 -0.0972
C 0.659 -0.496 -0.908 0.8 -0.8 1.6 -0.2393
C 0.055 -1.531 0.049 -0.1 0.0 1.6 -0.1915
C 0.607 -2.892 -0.107 0.4 -0.8 -2.1 -0.2012
C 0.684 -3.879 0.775 0.7 0.5 1.0 0.0094
N -0.097 0.793 -0.861 0.8 0.4 -0.3 0.2225
H 2.694 -1.134 -0.537 1.1 -1.2 0.2 0.1101
H 2.094 0.204 0.636 0.1 -1.4 0.3 0.1235
H 2.986 0.964 -1.912 -0.3 -1.1 -0.2 0.0706
H 0.861 -0.749 -1.947 -0.8 -0.3 -0.1 0.1258
H -1.007 -1.775 0.182 -0.1 1.2 -1.1 0.1132
H 0.292 -1.118 1.050 0.0 -0.3 -0.2 0.1066
H 0.774 -3.087 -1.219 0.1 -0.3 1.5 0.1316
H 0.573 -3.769 1.877 -0.3 0.3 -1.2 0.0538
H 1.080 -4.828 0.487 -0.1 -0.6 -0.4 0.0476
H 0.644 1.504 -0.745 -0.5 0.2 -0.1 0.1432
H -0.597 0.951 -1.749 0.0 0.0 -0.2 0.1019
H -0.820 0.893 -0.147 0.3 -0.4 0.4 0.1080
H 2.876 -0.358 -4.144 0.4 -0.3 -0.5 0.0517
H 1.760 0.676 -4.440 0.2 -0.2 0.0 0.0666
O 2.174 0.147 -3.746 -0.5 0.4 0.3 -0.0293
H -2.814 0.466 0.951 0.8 -0.5 -0.5 0.0167
H -3.605 -0.559 0.207 0.8 -0.2 -0.4 0.0620
O -2.675 -0.262 0.277 -1.7 0.7 0.7 -0.0970
H -1.959 0.225 -3.709 0.3 0.1 0.2 0.0367
H -2.550 1.314 -2.893 0.6 0.1 -0.1 0.0760
O -1.675 1.020 -3.219 -1.0 -0.2 0.0 -0.0585
H -3.196 -2.099 -4.388 0.3 0.0 -0.6 0.0476
H -3.962 -1.937 -3.160 -0.3 0.2 0.6 0.0450
O -3.424 -1.416 -3.757 0.1 -0.1 -0.1 -0.0365
H -1.124 4.354 0.104 0.3 0.0 0.5 0.0608
H -0.189 3.808 1.283 0.0 0.5 0.0 0.0244
O -0.726 3.578 0.520 -0.1 -0.6 -0.5 -0.0408
H 2.569 -2.426 3.342 -0.2 -0.7 0.2 0.0490
H 1.560 -3.543 3.882 0.6 -0.7 0.2 0.0275
O 1.668 -2.641 3.614 -0.3 1.5 -0.2 -0.0599
H -1.546 2.034 2.184 1.3 0.4 0.6 -0.0163
H -2.891 1.532 2.903 0.4 0.3 0.5 0.0706
O -2.418 1.699 2.091 -2.3 -0.5 -0.9 -0.0406
H 0.947 1.488 2.592 0.6 0.2 0.5 0.0213
H -0.132 0.370 2.913 0.4 0.2 -0.1 0.0821
O 0.124 1.095 2.324 -0.6 -0.4 -0.4 -0.0454
H 2.201 4.103 3.336 -0.1 -0.2 0.1 0.0656
H 1.280 3.157 4.137 -0.1 0.0 0.7 0.0429
O 1.491 3.453 3.259 0.1 0.2 -0.9 -0.0354

***

(4)
47
Properties=species:S:1:pos:R:3:forces:R:3:lowdin_charge:R:1 method="wB97M-V/def2-TZVPD" e_lumo_ev=-2.4 homo_lumo_gap_ha=0.3747 total_energy_ev=-29677.7697 charge=+1 homo_energy_ha=-0.4644 multiplicity=1 relative_energy_kj_mol=172.6
O -0.002 2.521 0.666 0.3 0.5 -0.4 0.0306
C 0.967 2.601 1.388 -1.1 -0.9 1.2 -0.2582
C 1.056 1.635 2.562 1.5 0.8 0.3 -0.1336
C 1.864 0.331 2.258 -2.1 1.0 1.7 -0.1231
C 1.069 -0.521 1.330 1.0 -0.7 -2.6 -0.2750
C 1.676 -1.192 0.350 -0.5 -0.5 0.8 0.0985
N -0.378 -0.358 1.087 -0.8 0.6 0.9 0.2169
H 1.753 3.362 1.349 -0.2 0.2 -0.4 0.1257
H 0.075 1.435 2.993 -0.2 -0.3 -0.5 0.1069
H 1.564 2.123 3.403 0.2 0.1 -0.3 0.1214
H 2.818 0.494 1.811 0.5 0.4 -0.2 0.1020
H 2.026 0.021 3.292 0.0 -1.1 -0.3 0.1196
H 1.105 -1.626 -0.465 0.0 -0.1 0.0 0.0647
H 2.736 -1.376 0.375 0.1 0.1 0.1 0.0724
H -0.896 -0.909 1.793 -0.1 0.3 0.0 0.1214
H -0.715 -0.579 0.148 0.7 -0.2 -0.2 0.1141
H -0.691 0.624 1.176 0.3 0.0 0.2 0.1298
H -2.901 -3.304 -2.352 -0.2 -0.2 0.3 0.0767
H -2.394 -3.639 -0.895 -0.3 -0.2 -0.2 0.0705
O -2.159 -3.252 -1.742 0.3 0.2 0.0 -0.0299
H -0.674 -2.306 -2.554 0.3 0.3 -0.4 0.0362
H 0.009 -0.954 -3.159 -0.5 -0.8 -0.2 0.0112
O -0.341 -1.416 -2.366 0.8 0.0 0.4 -0.0979
H -0.491 0.311 -4.863 0.1 0.0 -0.2 0.0502
H 0.933 0.233 -4.429 0.1 0.3 -0.3 0.0392
O 0.229 -0.326 -4.772 0.0 -0.1 0.2 -0.0464
H -3.400 0.647 2.328 -0.1 -0.7 -0.3 0.0110
H -3.472 1.111 3.738 0.1 -0.2 0.3 0.0471
O -3.210 0.336 3.222 0.1 1.0 0.4 -0.0751
H -3.123 -0.746 0.121 -1.4 0.3 -0.3 -0.0205
H -4.633 -0.919 0.715 0.0 -0.1 -0.6 0.0558
O -3.713 -0.732 0.891 0.8 -0.1 1.0 -0.0603
H -1.897 -1.130 -1.300 -0.1 0.5 -0.8 0.0087
H -2.226 0.098 -2.146 0.1 0.0 -0.1 0.0690
O -2.275 -0.228 -1.246 -0.1 -0.3 0.7 -0.0781
H 2.881 2.538 -0.653 -0.1 0.1 0.0 0.0691
H 3.341 1.129 -0.337 -0.3 -0.1 -0.2 0.0275
O 2.576 1.727 -0.231 0.7 0.1 -0.3 -0.0605
H -0.137 -1.801 4.010 0.2 -0.2 -0.5 0.0851
H -1.036 -0.693 4.309 -0.7 0.5 -0.3 0.0672
O -0.639 -1.118 3.543 0.5 -0.6 1.2 -0.0347
H 0.719 2.980 -3.909 -0.1 0.1 0.1 0.0585
H -0.134 2.170 -2.900 0.1 0.3 0.2 0.0457
O 0.067 2.278 -3.834 0.0 -0.2 -0.1 -0.0357
H 3.317 -0.762 -1.706 -0.3 0.0 0.5 0.0567
H 4.713 -0.375 -1.847 0.5 0.2 0.4 0.0748
O 4.046 -0.447 -1.151 0.1 -0.2 -1.1 -0.0551

***

What did the fourth record say?
47
Properties=species:S:1:pos:R:3:forces:R:3:lowdin_charge:R:1 method="wB97M-V/def2-TZVPD" e_lumo_ev=-2.4 homo_lumo_gap_ha=0.3747 total_energy_ev=-29677.7697 charge=+1 homo_energy_ha=-0.4644 multiplicity=1 relative_energy_kj_mol=172.6
O -0.002 2.521 0.666 0.3 0.5 -0.4 0.0306
C 0.967 2.601 1.388 -1.1 -0.9 1.2 -0.2582
C 1.056 1.635 2.562 1.5 0.8 0.3 -0.1336
C 1.864 0.331 2.258 -2.1 1.0 1.7 -0.1231
C 1.069 -0.521 1.330 1.0 -0.7 -2.6 -0.2750
C 1.676 -1.192 0.350 -0.5 -0.5 0.8 0.0985
N -0.378 -0.358 1.087 -0.8 0.6 0.9 0.2169
H 1.753 3.362 1.349 -0.2 0.2 -0.4 0.1257
H 0.075 1.435 2.993 -0.2 -0.3 -0.5 0.1069
H 1.564 2.123 3.403 0.2 0.1 -0.3 0.1214
H 2.818 0.494 1.811 0.5 0.4 -0.2 0.1020
H 2.026 0.021 3.292 0.0 -1.1 -0.3 0.1196
H 1.105 -1.626 -0.465 0.0 -0.1 0.0 0.0647
H 2.736 -1.376 0.375 0.1 0.1 0.1 0.0724
H -0.896 -0.909 1.793 -0.1 0.3 0.0 0.1214
H -0.715 -0.579 0.148 0.7 -0.2 -0.2 0.1141
H -0.691 0.624 1.176 0.3 0.0 0.2 0.1298
H -2.901 -3.304 -2.352 -0.2 -0.2 0.3 0.0767
H -2.394 -3.639 -0.895 -0.3 -0.2 -0.2 0.0705
O -2.159 -3.252 -1.742 0.3 0.2 0.0 -0.0299
H -0.674 -2.306 -2.554 0.3 0.3 -0.4 0.0362
H 0.009 -0.954 -3.159 -0.5 -0.8 -0.2 0.0112
O -0.341 -1.416 -2.366 0.8 0.0 0.4 -0.0979
H -0.491 0.311 -4.863 0.1 0.0 -0.2 0.0502
H 0.933 0.233 -4.429 0.1 0.3 -0.3 0.0392
O 0.229 -0.326 -4.772 0.0 -0.1 0.2 -0.0464
H -3.400 0.647 2.328 -0.1 -0.7 -0.3 0.0110
H -3.472 1.111 3.738 0.1 -0.2 0.3 0.0471
O -3.210 0.336 3.222 0.1 1.0 0.4 -0.0751
H -3.123 -0.746 0.121 -1.4 0.3 -0.3 -0.0205
H -4.633 -0.919 0.715 0.0 -0.1 -0.6 0.0558
O -3.713 -0.732 0.891 0.8 -0.1 1.0 -0.0603
H -1.897 -1.130 -1.300 -0.1 0.5 -0.8 0.0087
H -2.226 0.098 -2.146 0.1 0.0 -0.1 0.0690
O -2.275 -0.228 -1.246 -0.1 -0.3 0.7 -0.0781
H 2.881 2.538 -0.653 -0.1 0.1 0.0 0.0691
H 3.341 1.129 -0.337 -0.3 -0.1 -0.2 0.0275
O 2.576 1.727 -0.231 0.7 0.1 -0.3 -0.0605
H -0.137 -1.801 4.010 0.2 -0.2 -0.5 0.0851
H -1.036 -0.693 4.309 -0.7 0.5 -0.3 0.0672
O -0.639 -1.118 3.543 0.5 -0.6 1.2 -0.0347
H 0.719 2.980 -3.909 -0.1 0.1 0.1 0.0585
H -0.134 2.170 -2.900 0.1 0.3 0.2 0.0457
O 0.067 2.278 -3.834 0.0 -0.2 -0.1 -0.0357
H 3.317 -0.762 -1.706 -0.3 0.0 0.5 0.0567
H 4.713 -0.375 -1.847 0.5 0.2 0.4 0.0748
O 4.046 -0.447 -1.151 0.1 -0.2 -1.1 -0.0551